Below is a structure of composition CF3O3SSn, with properties calculated with ωB97M-V with the def2-TZVPD basis set.

The geometry in XYZ format:
```
9
Properties=species:S:1:pos:R:3:forces:R:3
Sn 1.71976 -2.36360 -2.93283 -0.78 1.20 0.88
C 0.02743 0.02111 1.21470 -0.84 1.44 -1.51
F 1.34903 0.18364 1.45020 -0.81 -0.26 0.10
F -0.32722 -1.23726 1.32875 0.44 -1.42 0.27
F -0.69816 0.69039 2.12327 0.69 0.17 -0.17
S -0.46189 0.58995 -0.56869 -1.57 2.51 1.99
O 0.46831 -0.17273 -1.40048 1.07 -1.55 -1.21
O -1.87916 0.25876 -0.68269 1.57 -0.45 -0.07
O -0.19812 2.02976 -0.53219 0.23 -1.64 -0.28
```
Positions in Å, forces in eV/Å.

Output
2S+1: 2
HOMO energy (alpha / beta): -9.25 / -9.28 eV

From a Löwdin analysis of the wavefunction, the atomic charges in e read: Sn 0.995; C -0.657; F 0.109; F 0.126; F 0.123; S 0.485; O -0.533; O -0.323; O -0.325

Below is a structure of composition C21H30N4O8PdSSi3, with properties calculated with ωB97M-V with the def2-TZVPD basis set.

The geometry in XYZ format:
```
68
Properties=species:S:1:pos:R:3:forces:R:3
Pd -0.12200 -0.15630 0.25390 0.71 1.37 -0.90
O 3.97750 0.82730 0.94330 0.46 0.24 0.08
C 2.92920 0.27010 1.26290 -0.24 0.03 -0.27
O 2.12490 -0.25160 0.41600 -0.48 0.66 -0.07
C 2.60650 0.16520 2.74330 0.65 -0.07 0.05
C 3.66380 0.01320 3.59990 -0.15 0.05 -0.75
C 3.48710 -0.08070 4.98780 -1.48 0.12 -0.36
C 2.19620 -0.00560 5.50670 0.00 0.04 -0.02
C 1.09900 0.17470 4.66440 1.69 -0.19 -0.06
C 1.25000 0.28770 3.22990 -1.46 0.35 -0.77
O 0.26230 0.51260 2.48250 1.44 0.11 1.16
N -0.16440 0.24860 5.25610 -2.38 0.15 0.97
O -0.26240 -0.00940 6.47450 0.09 0.16 -0.73
O -1.16830 0.56070 4.59170 1.40 -0.32 1.12
N 4.59200 -0.22750 5.82900 1.53 -0.19 1.33
O 4.41150 -0.24680 7.06430 0.20 -0.01 -1.03
O 5.73260 -0.32920 5.33220 -1.20 0.11 0.47
H 4.66620 -0.02210 3.19620 -0.07 0.02 -0.07
H 2.03270 -0.06800 6.57130 0.02 -0.02 -0.03
C -1.99180 -1.82150 2.55780 -0.16 0.14 -0.56
Si -2.87320 -1.62930 0.87800 -0.02 -0.23 -0.31
C -4.74980 -1.37990 1.24160 0.67 -0.02 -0.08
C -2.84880 -3.30030 -0.07280 0.15 0.65 0.29
C -2.20020 -0.15180 -0.11150 0.02 0.07 0.13
Si -2.09590 -0.22240 -2.00150 0.00 -0.17 -0.22
C -1.65470 1.44770 -2.86960 -0.12 -0.45 0.56
C -3.80400 -0.70340 -2.76830 0.58 0.18 0.25
C -0.81830 -1.43260 -2.76370 -0.44 0.40 0.38
Si -2.70570 1.52650 0.60530 -0.73 -0.76 -0.37
C -3.09190 1.73550 2.45710 0.35 -0.33 -0.62
C -4.27590 2.21360 -0.28530 0.74 -0.05 0.28
C -1.20950 2.62240 0.22120 0.26 -0.49 -0.08
C -1.16670 4.00450 0.22280 0.10 0.48 -0.08
C 0.00790 4.68230 -0.06900 0.42 -0.72 -0.09
C 1.14180 3.91370 -0.36490 -0.65 0.80 0.17
C 1.04220 2.54140 -0.33960 0.17 -0.50 -0.12
N -0.09690 1.90010 -0.05310 -0.25 0.71 0.31
H -2.17460 -2.78560 3.02340 -0.19 -0.27 0.02
H -2.28300 -1.04420 3.25770 -0.12 0.11 0.07
H -0.91790 -1.71810 2.40970 -0.10 -0.03 0.03
H -5.15140 -2.24020 1.76760 -0.07 -0.25 0.16
H -5.32300 -1.24910 0.33010 -0.10 0.03 -0.31
H -4.90570 -0.50890 1.86460 -0.11 0.27 0.21
H -3.21540 -4.10460 0.55780 -0.15 -0.14 0.27
H -1.83890 -3.54760 -0.37520 0.24 0.00 -0.05
H -3.47510 -3.27040 -0.95760 -0.20 0.07 -0.24
H -2.21370 2.28570 -2.47110 -0.17 0.28 0.09
H -1.85370 1.39650 -3.93680 -0.10 -0.18 -0.21
H -0.60100 1.67630 -2.74290 0.23 -0.01 0.05
H -4.58030 -0.00490 -2.47880 -0.21 0.26 0.13
H -4.11720 -1.68560 -2.43650 -0.05 -0.30 0.14
H -3.76310 -0.72150 -3.85330 0.09 0.02 -0.30
H 0.19150 -1.11660 -2.50140 0.00 -0.01 0.06
H -0.89090 -1.47680 -3.84820 -0.19 0.12 -0.27
H -0.95090 -2.43440 -2.37530 0.04 -0.24 0.16
H -4.04560 1.29290 2.72330 -0.22 -0.11 0.00
H -3.13350 2.78780 2.72210 0.01 0.32 -0.07
H -2.31870 1.27650 3.06380 0.10 -0.01 -0.02
H -5.12690 1.59170 -0.03320 -0.20 -0.24 0.14
H -4.17870 2.21120 -1.36420 0.07 -0.02 -0.27
H -4.50690 3.22650 0.02830 -0.07 0.32 0.13
H -2.06790 4.55090 0.45590 -0.14 0.10 0.04
H 0.05480 5.76330 -0.06180 -0.02 0.03 -0.01
H 2.08700 4.38270 -0.59230 0.08 -0.04 -0.03
H 1.90860 1.92440 -0.55800 -0.10 -0.12 0.14
O 1.67820 -3.92590 -0.01600 0.18 0.06 0.51
S 1.34980 -2.64440 0.65120 -0.83 -1.00 -0.80
N 0.06250 -2.06540 0.13480 0.44 -1.34 0.25
```
Positions in Å, forces in eV/Å.

Output
charge: -2
2S+1: 1
HOMO energy: -2.18 eV

From a Löwdin analysis of the wavefunction, the atomic charges in e read: Pd 0.827; O 0.004; C -0.642; O -0.235; C -0.041; C 0.058; C -0.182; C 0.091; C -0.082; C -0.285; O -0.068; N -0.318; O -0.003; O 0.017; N -0.360; O -0.001; O 0.011; H 0.124; H 0.119; C -0.175; Si 0.443; C -0.190; C -0.188; C -0.552; Si 0.434; C -0.186; C -0.188; C -0.205; Si 0.516; C -0.154; C -0.175; C -0.284; C -0.075; C -0.068; C -0.052; C -0.102; N -0.050; H 0.024; H 0.006; H -0.017; H 0.012; H 0.011; H -0.009; H 0.013; H -0.007; H 0.000; H -0.003; H 0.016; H 0.012; H 0.003; H -0.003; H 0.009; H 0.011; H 0.012; H 0.004; H 0.015; H 0.025; H -0.009; H 0.015; H -0.002; H 0.009; H 0.097; H 0.094; H 0.100; H 0.109; O -0.593; S 0.768; N -0.502

Below is a structure of composition C15H31IP2Tc, with properties calculated with ωB97M-V with the def2-TZVPD basis set.

The geometry in XYZ format:
```
50
Properties=species:S:1:pos:R:3:forces:R:3
P -0.25028 -1.90744 -1.15933 0.62 -1.22 -2.18
P 0.21874 2.14180 -1.04464 1.13 1.16 -2.01
C -0.42619 -0.51940 -2.35177 0.09 0.77 -0.01
C 0.46001 0.77414 -2.29473 0.05 -0.46 -0.01
H -1.50079 -0.26464 -2.39186 0.44 -0.09 -0.11
H -0.16013 -1.02553 -3.30658 -0.29 0.22 0.45
H 1.53750 0.51544 -2.30585 -0.54 0.15 0.00
H 0.27007 1.32581 -3.23354 0.07 -0.20 0.26
C -1.40451 2.84694 -1.44276 -0.07 -0.14 0.46
H -1.72134 3.51273 -0.63904 -0.03 0.05 -0.05
H -2.16843 2.07919 -1.57651 0.10 0.06 0.08
H -1.31810 3.41518 -2.37090 0.12 -0.03 0.10
C 1.42192 3.35187 -1.68222 -0.31 -0.25 -0.13
H 1.08344 3.71535 -2.65548 0.21 0.03 0.07
H 2.40244 2.87868 -1.78094 -0.05 0.11 0.01
H 1.49378 4.18433 -0.97902 -0.01 -0.02 -0.14
C -1.54568 -3.04624 -1.65665 -0.31 -0.04 -0.24
H -1.60712 -3.87088 -0.93283 0.08 0.17 -0.29
H -1.33375 -3.44681 -2.66244 -0.22 0.17 0.39
H -2.51276 -2.51570 -1.65225 0.29 -0.26 -0.11
C 1.34724 -2.66294 -1.54626 0.24 -0.25 0.00
H 2.16525 -1.92621 -1.55394 -0.38 -0.23 -0.10
H 1.28947 -3.16501 -2.52363 0.06 0.19 0.27
H 1.59852 -3.41234 -0.77769 -0.17 0.19 -0.29
Tc -0.87285 0.11301 3.11654 1.44 0.24 1.64
C 0.66955 2.06185 0.69131 -1.68 -1.81 2.20
C -0.63763 1.50696 1.40643 0.63 -0.70 0.61
C -1.45088 0.47669 0.62853 -0.66 1.67 -1.53
C -1.50134 -0.96288 1.15426 -0.32 -1.23 -0.99
C -0.34146 -1.86521 0.58736 0.11 1.60 2.30
C 0.95126 -1.34394 1.16718 -0.37 -1.36 0.98
C 1.67410 -0.26526 0.53160 0.59 0.89 -1.22
C 1.85211 1.16937 1.12623 0.41 -0.22 -0.86
C 0.21530 -1.28410 4.31109 0.30 0.27 0.43
H 0.82010 3.09529 1.02251 0.04 -0.08 -0.26
H -1.22135 2.37121 1.74529 -0.10 -0.33 -0.04
H -1.10349 0.44608 -0.42787 -0.12 -0.35 0.39
H -2.46822 0.88789 0.44727 0.24 -0.59 0.57
H -1.56173 -1.29148 2.33754 -0.39 0.10 -1.24
H -2.45781 -1.35054 0.76366 0.13 -0.19 0.61
H -0.51550 -2.91785 0.87711 0.08 0.39 -0.09
H 1.43298 -1.97693 1.90875 -0.05 0.25 -0.22
H 1.10398 -0.07170 -0.39333 0.70 -0.18 0.22
H 2.67734 -0.63594 0.22043 -0.42 0.25 0.26
H 1.89984 1.17000 2.22360 0.06 0.09 -0.34
H 2.80965 1.52550 0.70960 -0.31 0.13 0.39
H 0.82168 -0.75067 5.07837 -0.47 0.02 -0.45
H 0.92929 -1.90079 3.76574 -0.06 0.07 -0.20
H -0.41135 -2.00655 4.86864 -0.11 0.57 -0.32
I -2.65288 0.82168 4.65305 -0.75 0.42 0.77
```
Positions in Å, forces in eV/Å.

Output
charge: +2
2S+1: 4
HOMO energy (alpha / beta): -13.09 / -13.39 eV

From a Löwdin analysis of the wavefunction, the atomic charges in e read: P 0.922; P 0.951; C -0.273; C -0.276; H 0.105; H 0.123; H 0.107; H 0.114; C -0.131; H 0.085; H 0.064; H 0.079; C -0.153; H 0.072; H 0.074; H 0.077; C -0.146; H 0.084; H 0.086; H 0.081; C -0.136; H 0.066; H 0.083; H 0.092; Tc 0.653; C -0.380; C -0.311; C -0.308; C -0.259; C -0.399; C -0.103; C -0.220; C -0.132; C -0.246; H 0.134; H 0.079; H 0.022; H 0.131; H 0.064; H 0.128; H 0.149; H 0.105; H 0.029; H 0.145; H 0.125; H 0.123; H 0.021; H -0.026; H 0.015; I 0.313

Below is a structure of composition C17H48AlN3O6, with properties calculated with ωB97M-V with the def2-TZVPD basis set.

The geometry in XYZ format:
```
75
Properties=species:S:1:pos:R:3:forces:R:3
Al 2.60218 -0.01439 3.03740 -0.79 -0.75 -1.09
C -0.43479 0.61140 0.19108 -0.25 1.20 0.52
O 0.54913 0.87922 1.05636 0.39 0.09 -0.29
H -0.93705 -0.32612 0.42963 -0.12 -1.22 0.22
H -1.26487 1.31751 0.16919 0.03 0.45 0.18
H -0.08825 0.42990 -0.82630 0.49 -0.43 -0.50
C 4.23002 -1.79137 -1.84479 1.06 0.61 0.61
C 4.12467 -1.06774 -0.46475 0.61 1.22 -0.34
C 4.50858 0.46469 -0.42735 -0.48 0.32 0.24
O 4.47751 1.01408 0.92365 -0.49 -0.99 -0.04
C 5.22255 2.23515 1.16317 -0.04 -0.83 -1.20
N 2.80850 -1.34968 0.04637 -0.15 0.32 0.66
H 5.15091 -1.37102 -2.24896 0.00 -0.43 -0.68
H 3.39853 -1.73025 -2.54692 -0.06 0.68 0.23
H 4.35663 -2.85618 -1.64923 0.25 0.01 0.02
H 4.89769 -1.49655 0.17296 -0.23 -0.43 0.20
H 3.84546 1.08253 -1.03285 -0.42 -0.10 -0.17
H 5.48951 0.64427 -0.86738 0.28 -0.44 0.14
H 6.28822 2.00715 1.14166 0.06 0.00 0.53
H 4.85797 2.65127 2.10233 0.25 0.00 -0.17
H 5.07483 2.91153 0.32128 -0.30 0.27 0.19
H 2.11003 -0.92882 -0.54955 -0.25 0.50 -0.01
H 2.66263 -2.33388 -0.12733 -0.40 -0.55 0.61
C -1.56294 -3.06761 4.06250 0.30 -0.79 0.06
C -0.09353 -2.55283 3.97351 0.12 -2.60 -0.68
C 0.69582 -3.12072 2.64462 -0.65 0.26 2.09
O 2.17234 -3.01402 2.69119 -3.90 2.65 0.86
C 2.75827 -4.08866 2.06234 0.26 -0.18 -0.58
N -0.00388 -1.13697 4.00727 -0.15 2.30 -0.52
H -2.13322 -2.60620 4.86872 0.12 0.75 -0.22
H -1.57377 -4.08775 4.44631 0.33 -0.32 -0.39
H -2.14760 -3.08851 3.14280 0.10 0.36 -0.12
H 0.32178 -2.98289 4.88492 0.74 0.20 -0.20
H 0.20972 -2.64130 1.79493 0.61 0.67 -0.38
H 0.38469 -4.15362 2.48832 0.38 -0.31 0.45
H 2.30987 -4.26020 1.08376 -0.10 -0.23 -0.21
H 2.54463 -4.92874 2.72319 1.03 -0.60 -0.39
H 3.76364 -3.70367 1.89171 0.45 -1.15 0.28
H -0.45796 -0.69405 4.79323 0.87 -0.50 1.73
H -0.77223 -0.78157 3.45643 0.13 0.06 -1.84
C -3.56698 2.23870 -1.43914 0.27 0.22 -0.44
C -5.09433 2.42050 -1.60088 0.31 -1.87 0.14
C -5.66603 1.88272 -2.99902 0.14 2.09 -0.88
O -6.98091 2.39282 -3.40183 1.20 0.28 1.68
C -6.94915 3.83554 -3.50567 -0.54 -0.23 -1.60
N -5.71495 1.55962 -0.58212 0.02 1.03 0.02
H -3.17540 2.37652 -0.43129 -0.77 -0.01 0.56
H -2.95447 2.97891 -1.95394 -0.31 -0.07 -0.69
H -3.24410 1.23423 -1.71277 -0.13 -0.06 -0.32
H -5.35290 3.44023 -1.31561 -0.12 0.39 -0.92
H -5.56130 0.80368 -3.11221 -0.89 -0.08 0.74
H -5.02772 2.21349 -3.81832 0.59 0.51 0.11
H -6.95289 4.44820 -2.60415 0.50 -0.54 0.42
H -7.81873 4.20343 -4.05026 -0.57 -0.72 0.21
H -6.18749 4.12112 -4.23121 0.74 0.08 0.50
H -6.67293 1.87492 -0.52772 -0.66 -0.55 -0.06
H -5.33113 1.87867 0.29594 0.22 -0.42 0.54
C -1.19820 -3.04686 -1.20828 0.45 1.45 -0.51
C -0.11462 -3.38163 -2.27659 -1.34 -1.26 0.99
O 1.14270 -3.51958 -1.64196 0.55 0.22 0.71
H -0.82668 -2.17121 -0.67601 0.02 0.13 0.39
H -1.50222 -3.78648 -0.46757 0.72 -0.46 -0.29
H -2.14546 -2.71501 -1.63332 0.11 -0.07 -0.49
H 0.02337 -2.68700 -3.10517 -0.76 0.18 0.06
H -0.44215 -4.36499 -2.61396 0.25 -0.02 -0.74
H 1.75862 -3.86855 -2.29040 0.08 -0.16 -0.06
C 2.41083 3.92950 -0.59766 -0.43 1.43 -1.19
C 1.11585 4.32494 0.12264 1.04 0.68 0.41
O 1.26549 3.63991 1.31367 -0.85 -1.49 1.54
H 2.51900 4.48745 -1.52776 0.02 -0.08 -0.22
H 2.33564 2.86854 -0.83602 0.28 -0.07 0.14
H 3.26836 4.19590 0.02021 -0.17 -0.35 0.04
H 0.19671 4.05426 -0.39700 0.01 0.07 -0.20
H 1.05613 5.32505 0.55196 0.19 0.65 -1.21
H 1.04163 2.73934 1.06778 -0.26 -0.98 0.79
```
Positions in Å, forces in eV/Å.

Output
charge: +2
2S+1: 1
HOMO energy: -13.54 eV

From a Löwdin analysis of the wavefunction, the atomic charges in e read: Al 1.146; C -0.172; O -0.151; H 0.117; H 0.080; H 0.123; C -0.020; C -0.373; C -0.139; O -0.341; C -0.059; N 0.121; H 0.090; H 0.082; H 0.087; H 0.144; H 0.111; H 0.132; H 0.099; H 0.096; H 0.077; H 0.083; H 0.054; C -0.048; C -0.387; C -0.114; O -0.303; C -0.120; N 0.003; H 0.085; H 0.085; H 0.079; H 0.141; H 0.102; H 0.121; H 0.082; H 0.113; H 0.102; H 0.099; H 0.080; C -0.074; C -0.372; C -0.131; O -0.148; C -0.088; N 0.069; H 0.054; H 0.080; H 0.075; H 0.133; H 0.129; H 0.114; H 0.089; H 0.093; H 0.093; H 0.091; H 0.077; C -0.062; C -0.272; O -0.106; H 0.020; H 0.080; H 0.079; H 0.118; H 0.116; H 0.088; C -0.047; C -0.275; O -0.033; H 0.088; H 0.064; H 0.077; H 0.117; H 0.136; H 0.024